Record 1
{"formula": "C24H49Br3Cl4F2IMgN2O5", "method": "the ωB97M-V functional and the def2-TZVPD basis", "elements": ["C", "C", "C", "C", "C", "C", "C", "C", "C", "N", "C", "C", "O", "I", "H", "H", "H", "H", "H", "H", "H", "H", "H", "H", "H", "H", "H", "H", "H", "H", "H", "H", "H", "H", "H", "H", "H", "C", "C", "O", "H", "H", "H", "H", "H", "H", "C", "C", "N", "C", "C", "C", "C", "H", "H", "H", "H", "H", "H", "H", "H", "H", "H", "H", "H", "H", "H", "H", "F", "C", "C", "O", "C", "O", "O", "H", "H", "H", "H", "Mg", "C", "Cl", "Cl", "Cl", "Cl", "C", "Br", "Br", "Br", "H", "F"], "positions_angstrom": [[-3.1447, -4.4886, -1.2634], [-4.3485, -3.5638, -1.4405], [-4.1707, -2.5389, -2.5569], [-3.8400, -3.1545, -3.9331], [-2.9083, -2.2624, -4.7184], [-1.4841, -2.2551, -4.2101], [-0.6149, -3.3893, -4.8060], [0.0557, -4.3000, -3.7803], [0.7423, -3.5845, -2.6272], [1.5226, -2.3749, -3.0393], [1.1074, -1.1411, -2.3865], [1.5443, -1.1244, -0.9605], [2.1317, -1.9190, -0.3509], [0.9535, 0.6986, 0.1309], [-2.2227, -3.9026, -1.2870], [-3.1016, -5.2790, -2.0061], [-3.1960, -4.9550, -0.2819], [-4.4619, -3.0035, -0.5128], [-5.2376, -4.1691, -1.6057], [-5.0708, -1.9386, -2.6701], [-3.3883, -1.8472, -2.2366], [-3.3859, -4.1401, -3.8480], [-4.7752, -3.2494, -4.4824], [-2.9033, -2.6448, -5.8741], [-3.3138, -1.2552, -4.7033], [-1.0286, -1.3041, -4.4800], [-1.5224, -2.3357, -3.1180], [0.1538, -2.9361, -5.4346], [-1.2119, -3.9984, -5.4805], [-0.7282, -4.9158, -3.3328], [0.7324, -5.0057, -4.2560], [0.0465, -3.2975, -1.8420], [1.4566, -4.2666, -2.1725], [1.5807, -2.2581, -4.0440], [2.6593, -2.5204, -2.6552], [0.0420, -0.9273, -2.4715], [1.6234, -0.3060, -2.8668], [-2.1673, 3.8457, 1.3222], [-2.8952, 2.6780, 1.9650], [-3.6089, 1.9260, 0.9897], [-2.8753, 4.4923, 0.8043], [-1.6317, 4.4370, 2.0672], [-1.4489, 3.4883, 0.5779], [-3.6246, 3.0341, 2.6893], [-2.1894, 2.0178, 2.4863], [-2.9792, 1.5993, 0.3400], [0.5251, 2.3676, 3.9946], [1.9814, 2.7937, 3.8752], [2.4146, 3.6114, 4.9748], [3.6891, 4.2758, 4.7425], [4.9362, 3.4003, 4.5771], [2.2303, 3.0355, 6.2996], [2.8889, 1.6816, 6.5851], [-0.1370, 3.2213, 4.1359], [0.2254, 1.8625, 3.0686], [0.3689, 1.6718, 4.8214], [2.0958, 3.3762, 2.9564], [2.6067, 1.8818, 3.7444], [3.8559, 4.9882, 5.5526], [3.5772, 4.8877, 3.8421], [5.2635, 2.9690, 5.5222], [5.7590, 4.0108, 4.2034], [4.7814, 2.5909, 3.8620], [1.1568, 2.9387, 6.4823], [2.5648, 3.7644, 7.0394], [2.7134, 0.9552, 5.7869], [2.4727, 1.2616, 7.5007], [3.9603, 1.7747, 6.7362], [3.8134, -2.4140, -2.4995], [0.1759, 6.1482, -2.5896], [-1.3331, 6.1645, -2.4231], [-1.6750, 4.7928, -2.6753], [-0.5961, 4.0356, -2.4257], [-0.6046, 2.8418, -2.3814], [0.4992, 4.7941, -2.2294], [0.6912, 6.8501, -1.9413], [0.4870, 6.3191, -3.6200], [-1.6409, 6.4206, -1.4087], [-1.8400, 6.8197, -3.1243], [1.0524, -1.0856, 2.4199], [5.4173, 0.3379, 9.2439], [5.5081, -0.7997, 7.8924], [3.7908, 0.3108, 9.9310], [6.5795, -0.1216, 10.4804], [5.7927, 1.9654, 8.6609], [-1.9706, -7.3100, -6.1128], [-1.8916, -5.7274, -7.1955], [-0.2146, -7.9473, -5.6618], [-3.0490, -7.0524, -4.5404], [-2.4504, -8.0783, -6.7009], [-3.3443, -2.2493, -7.0400]], "atomic_forces_ev_per_a": [[-0.18, 0.24, 0.33], [0.32, -0.16, -0.18], [0.04, 0.11, 0.10], [0.05, -0.30, -0.80], [-0.13, 0.79, 3.04], [0.30, -0.30, -1.15], [0.36, 0.13, 0.21], [-0.72, -0.03, 0.18], [0.47, -0.13, -0.29], [-1.46, -0.30, 0.74], [0.21, 0.44, -0.86], [-0.20, 0.11, -0.34], [0.26, -0.84, 0.79], [-0.28, 0.60, -0.02], [0.14, -0.07, -0.10], [0.12, -0.03, -0.12], [0.04, -0.17, 0.03], [-0.31, 0.02, 0.08], [-0.18, 0.06, 0.07], [-0.07, 0.09, 0.07], [0.13, 0.05, -0.08], [-0.09, -0.13, 0.10], [-0.07, -0.25, -0.05], [-0.78, 0.60, -2.15], [-0.06, 0.10, -0.64], [0.00, 0.17, 0.17], [-0.10, 0.02, 0.11], [-0.02, 0.02, -0.19], [0.09, 0.04, 0.15], [0.02, -0.15, 0.10], [0.15, 0.09, -0.17], [-0.18, 0.14, -0.05], [0.04, -0.04, 0.15], [-0.09, 0.01, -0.04], [2.55, 0.21, -0.28], [-0.13, -0.04, 0.21], [0.01, 0.14, 0.03], [0.05, 0.02, 0.07], [0.20, -0.06, -0.41], [-0.13, -0.08, 0.19], [-0.05, 0.00, 0.04], [0.02, 0.00, -0.01], [0.06, -0.02, 0.03], [-0.07, -0.08, -0.01], [0.00, 0.11, 0.12], [-0.01, 0.08, -0.08], [0.07, -0.19, -0.03], [-0.06, -0.15, -0.05], [0.15, 0.08, 0.11], [0.12, 0.16, -0.14], [0.02, 0.06, 0.08], [-0.22, -0.16, 0.15], [-0.05, 0.07, 0.02], [0.01, 0.03, 0.01], [-0.09, 0.00, -0.04], [-0.03, 0.02, 0.01], [0.10, 0.03, 0.02], [-0.07, 0.03, -0.06], [-0.06, -0.05, 0.08], [-0.07, -0.06, -0.04], [-0.03, -0.06, -0.01], [0.00, 0.01, -0.02], [-0.01, 0.00, 0.00], [-0.02, 0.01, -0.08], [0.12, 0.06, -0.08], [0.00, 0.02, -0.02], [-0.01, 0.00, 0.01], [-0.02, -0.08, -0.14], [-0.99, -0.14, 0.12], [-0.08, 0.14, -0.03], [0.09, 0.16, 0.01], [-0.05, 0.09, 0.02], [-0.01, -0.10, -0.04], [0.07, -0.14, 0.13], [0.02, 0.09, 0.01], [0.07, -0.14, 0.12], [-0.03, -0.05, -0.03], [0.02, -0.04, 0.03], [-0.07, -0.15, -0.11], [0.11, 0.06, -0.08], [0.03, 0.00, 0.02], [-0.02, -0.01, -0.03], [-0.02, 0.01, 0.02], [0.05, -0.02, 0.02], [0.08, 0.05, 0.09], [0.09, -0.04, -0.08], [-0.17, -0.13, -0.21], [0.02, 0.00, 0.03], [-0.03, 0.02, 0.05], [-0.02, -0.02, 0.00], [0.66, -0.69, 1.06]], "mulliken_charge": [-0.498, -0.740, -0.617, 0.306, -0.852, 0.315, 0.346, -0.351, -0.621, -0.059, -0.980, 0.406, -0.350, 0.289, -0.136, 0.060, 0.467, 0.386, 0.310, 0.436, 0.188, -0.445, 0.551, 0.209, 0.582, 0.174, -0.123, 0.529, -0.959, 0.067, 0.394, 0.169, 0.416, 0.359, 0.451, 0.402, 0.519, -0.751, -0.205, -0.492, 0.316, 0.365, 0.054, 0.342, 0.113, 0.280, -0.758, -0.355, 0.207, -0.655, -0.805, -0.960, -0.022, 0.332, -0.206, 0.285, 0.490, 0.102, 0.346, 0.383, 0.108, 0.403, 0.222, 0.353, 0.369, 0.114, 0.337, -0.277, -0.698, -0.317, -0.303, -0.294, 0.671, -0.522, -0.308, 0.295, 0.269, 0.223, 0.312, 0.544, 0.409, -0.112, -0.105, -0.093, -0.101, -0.352, 0.003, -0.014, 0.010, 0.368, -0.520], "energy_ev": -318084.31864, "total_charge": 1, "mol_weight_g_mol": 1016.4, "homo_energy_ha": -0.342, "orbital_gap_ha": 0.0604, "largest_force_ev_per_a": 3.1}

=====

Record 2
{"formula": "C24H49BrCl4LiN6NaO5", "method": "the ωB97M-V functional and the def2-TZVPD basis", "elements": ["N", "C", "N", "N", "C", "C", "C", "C", "N", "C", "N", "N", "H", "H", "H", "H", "H", "H", "H", "H", "H", "H", "H", "H", "H", "H", "H", "H", "H", "Cl", "Na", "Cl", "C", "C", "Cl", "H", "H", "H", "H", "C", "C", "C", "O", "H", "H", "H", "H", "H", "H", "H", "H", "Cl", "C", "C", "C", "O", "C", "C", "C", "O", "H", "H", "H", "H", "Li", "C", "C", "C", "O", "H", "H", "H", "H", "H", "H", "H", "H", "C", "C", "C", "O", "C", "H", "H", "H", "H", "H", "H", "H", "H", "Br"], "positions_angstrom": [[-5.4339, -4.2885, 0.2138], [-4.5768, -5.1048, -0.3131], [-4.4925, -6.4446, -0.0557], [-3.6839, -4.6235, -1.2874], [-2.3977, -4.3786, -0.5743], [-1.5012, -3.4516, -1.3671], [-0.0872, -3.2755, -0.7960], [0.0251, -3.1691, 0.7301], [0.6892, -1.8595, 1.0865], [-0.3310, -0.9114, 1.2418], [-1.0602, -0.8365, 2.3904], [-0.6055, -0.1344, 0.2365], [-5.9927, -4.7596, 0.8778], [-5.1999, -6.8134, 0.5731], [-3.6119, -6.7701, 0.3180], [-3.4828, -5.4158, -1.9255], [-1.9068, -5.3123, -0.2940], [-2.6747, -3.8870, 0.3602], [-1.3855, -3.9073, -2.3507], [-1.9848, -2.4903, -1.5313], [0.2850, -2.3315, -1.1859], [0.5806, -4.0324, -1.1959], [-0.9422, -3.2084, 1.2247], [0.6683, -3.9580, 1.1008], [1.1257, -1.9883, 1.9992], [-1.0123, -1.6935, 2.9295], [-2.0308, -0.6485, 2.1480], [-1.6347, -0.0204, -0.2386], [0.1143, 0.4294, -0.1839], [-2.2687, 0.6535, -1.7842], [-7.1455, -5.3197, 1.7407], [-2.1275, 1.6361, -5.6800], [-0.4744, 1.0395, -5.9532], [0.2902, 0.8398, -4.6699], [0.6824, 2.3815, -3.8647], [0.0346, 1.7408, -6.6097], [-0.5690, 0.0860, -6.4704], [1.2384, 0.3500, -4.8887], [-0.2682, 0.2298, -3.9618], [0.5514, 2.7782, 4.9451], [1.1313, 1.4096, 5.2514], [2.5725, 1.3218, 4.7741], [0.3476, 0.3835, 4.6293], [0.5587, 2.9590, 3.8670], [-0.4839, 2.8530, 5.2788], [1.1329, 3.5627, 5.4285], [1.0886, 1.2164, 6.3237], [2.6209, 1.4710, 3.6929], [2.9904, 0.3366, 4.9892], [3.1968, 2.0765, 5.2533], [0.3623, 0.5354, 3.6795], [-2.9344, -7.6502, -1.9170], [4.7022, 3.6053, 2.7125], [5.9727, 3.3007, 2.4667], [7.0783, 4.0052, 3.1654], [8.2380, 3.7332, 2.9457], [6.7094, 5.0585, 4.1484], [5.4377, 5.3595, 4.3934], [4.3326, 4.6552, 3.6944], [3.1716, 4.9227, 3.9220], [3.8809, 3.1048, 2.2156], [6.2575, 2.5342, 1.7586], [7.5314, 5.5572, 4.6460], [5.1462, 6.1214, 5.1052], [-5.7363, -3.7282, -1.8374], [-5.3018, 3.7717, -7.5778], [-5.9984, 3.5815, -6.2376], [-6.4259, 4.9161, -5.6438], [-5.1385, 2.8966, -5.3342], [-4.3969, 4.3727, -7.4536], [-4.9989, 2.8087, -7.9888], [-5.9528, 4.2702, -8.2981], [-6.8728, 2.9423, -6.3671], [-5.5527, 5.5497, -5.4661], [-6.9197, 4.7646, -4.6842], [-7.1094, 5.4474, -6.3083], [-4.3540, 3.4398, -5.2005], [5.3737, -2.1674, 1.8115], [4.0834, -1.7735, 1.0944], [3.9786, -0.2937, 1.4262], [5.3160, 0.1859, 1.5614], [6.2262, -0.9196, 1.6119], [5.8407, -3.0679, 1.4175], [5.1777, -2.3229, 2.8749], [4.2007, -1.9093, 0.0176], [3.2142, -2.3405, 1.4126], [3.4582, -0.1401, 2.3775], [3.4654, 0.2803, 0.6524], [6.7722, -0.9599, 0.6642], [6.9431, -0.7590, 2.4168], [-7.7372, -2.4090, -0.3002]], "atomic_forces_ev_per_a": [[1.31, 0.11, -1.75], [-0.22, -0.84, 0.74], [-0.91, 0.10, 1.89], [0.04, -0.19, 0.21], [-0.14, 1.13, 0.33], [0.26, -0.55, -0.40], [-0.43, 0.38, -0.13], [0.53, 0.47, -0.95], [0.37, 0.24, 1.74], [0.51, 0.38, -0.83], [-0.61, -1.49, -0.99], [-1.19, -0.08, 1.01], [1.50, 0.56, -0.70], [-0.22, 0.14, -0.11], [0.47, -0.37, -1.21], [0.04, -0.33, 0.16], [0.03, -0.25, -0.40], [-0.06, 0.08, 0.09], [-0.02, 0.09, -0.18], [-0.12, 0.12, 0.17], [0.10, 0.07, -0.12], [0.02, -0.29, 0.20], [-0.10, -0.31, 0.08], [0.01, -0.04, 0.29], [0.11, -0.09, -0.04], [0.03, 0.10, 0.29], [-0.03, 0.81, 0.50], [0.86, 1.16, -0.23], [0.20, -0.79, -0.93], [-0.33, -0.38, 0.06], [-2.29, -0.10, 0.99], [-0.03, 0.01, -0.04], [0.02, 0.01, -0.06], [0.04, -0.20, 0.06], [0.01, 0.01, 0.01], [-0.01, 0.05, 0.02], [0.02, -0.04, 0.04], [0.01, 0.03, -0.05], [-0.11, 0.14, 0.05], [-0.21, 0.00, 0.09], [0.14, 0.21, -0.43], [0.06, -0.23, 0.14], [0.11, -0.14, 0.33], [0.12, 0.05, 0.00], [0.01, -0.05, 0.07], [0.01, 0.05, -0.07], [-0.09, -0.11, -0.01], [-0.02, 0.12, -0.01], [0.01, 0.01, 0.04], [0.00, 0.02, -0.03], [-0.12, 0.13, -0.01], [0.65, -0.04, -0.58], [0.00, 0.02, 0.02], [0.06, 0.03, -0.02], [-0.06, 0.02, 0.01], [0.04, -0.01, 0.00], [0.00, -0.01, 0.01], [0.01, 0.00, 0.00], [0.00, -0.06, -0.05], [-0.02, 0.00, 0.04], [-0.01, 0.02, 0.00], [-0.01, -0.05, 0.02], [0.02, -0.02, -0.02], [-0.03, 0.00, -0.01], [-0.21, 0.86, 0.76], [-0.04, -0.15, -0.08], [0.37, 0.40, -0.05], [-0.13, -0.05, 0.10], [-0.21, -0.17, -0.01], [-0.04, 0.06, 0.02], [-0.02, -0.02, 0.00], [0.01, 0.02, 0.00], [0.03, -0.09, 0.07], [0.02, 0.01, -0.08], [-0.03, -0.02, -0.01], [0.02, 0.02, -0.01], [0.03, -0.02, 0.05], [-0.07, 0.14, 0.12], [0.23, -0.08, -0.15], [-0.05, 0.00, 0.09], [0.00, -0.01, 0.02], [0.02, -0.05, -0.13], [0.01, 0.01, -0.04], [0.02, 0.00, 0.01], [-0.05, -0.01, -0.01], [0.01, -0.05, 0.01], [-0.06, -0.02, 0.01], [0.05, 0.03, -0.01], [0.03, -0.04, 0.02], [-0.02, 0.07, 0.02], [-0.19, -0.63, -0.09]], "mulliken_charge": [-0.657, 1.058, -0.333, -0.260, -0.654, -0.649, -0.745, -0.646, -0.015, -0.469, -0.276, 0.051, -0.277, 0.063, 0.280, 0.092, 0.277, 0.373, 0.326, 0.145, 0.325, 0.529, 0.417, 0.386, 0.393, 0.322, 0.274, 0.036, 0.241, -0.694, 0.893, -0.096, -0.565, -0.190, -0.197, 0.319, 0.296, 0.323, 0.095, -1.229, 0.277, -0.771, -0.507, 0.283, 0.351, 0.361, 0.351, -0.116, 0.324, 0.405, 0.261, -0.726, -0.275, -0.242, 0.297, -0.548, -0.401, -0.430, 0.304, -0.542, 0.478, 0.496, 0.410, 0.428, 0.797, -1.181, 0.357, -1.265, -0.481, 0.296, 0.285, 0.400, 0.265, 0.321, 0.312, 0.383, 0.302, -0.714, -0.104, -0.061, -0.297, -0.548, 0.389, 0.291, 0.290, 0.000, -0.174, 0.314, 0.296, 0.309, -0.811], "energy_ev": -169612.58955, "mol_weight_g_mol": 753.3, "homo_energy_ha": -0.279, "orbital_gap_ha": 0.1895, "largest_force_ev_per_a": 2.5}